Molecular formula: C5H12N2O
Method: DFT, ωB97M-V/def2-TZVPD

Last column: Mulliken charge in e.
Cartesian coordinates (Å):
C  1.935  -1.451  -0.167  -0.902
C  0.872  -0.690  -0.426  0.536
C  0.747  0.073  -1.716  -1.225
C  -0.508  -0.913  0.591  0.822
C  -1.773  -0.776  -0.209  -1.404
O  -0.382  -1.732  1.478  -0.563
H  2.015  -1.933  0.799  0.293
H  2.883  -1.293  -0.668  0.327
H  0.313  1.059  -1.544  0.262
H  1.721  0.215  -2.188  0.393
H  0.073  -0.437  -2.406  0.232
H  -1.747  -1.455  -1.059  0.345
H  -2.619  -1.072  0.412  0.333
H  -1.877  0.245  -0.568  0.419
N  0.058  1.190  1.485  -0.478
N  -0.963  1.984  0.862  -0.443
H  0.912  1.705  1.718  0.253
H  0.725  0.330  1.366  0.336
H  -0.619  2.935  0.754  0.216
H  -1.767  2.016  1.484  0.249

The calculation puts the HOMO-LUMO gap at 9.2035 eV. The energy is -382.29216 Eh. For the relative energy (zero: lowest compared OMol25 entry of this formula, charge and spin), the calculation gives 552.3 kJ/mol. Its structure (SMILES) is C=C(C)C(C)=O.NN. The calculation puts the LUMO energy at 0.8 eV.

---

Molecular formula: C2BaF3NO3S
Method: DFT, ωB97M-V/def2-TZVPD

Last column: Mulliken spin population.
Cartesian coordinates (Å):
N  0.260  -0.415  1.811  0.593
S  -0.877  0.246  1.009  0.132
C  -1.722  -1.250  0.193  0.139
F  -0.816  -2.043  -0.348  0.017
F  -2.541  -0.815  -0.745  0.013
F  -2.401  -1.906  1.112  0.008
O  1.521  2.169  -2.440  0.003
C  1.736  1.707  -1.402  -0.003
O  2.495  1.269  -0.593  0.005
O  -0.525  1.097  -0.224  0.076
Ba  2.869  -0.057  1.626  0.019

The calculation puts the HOMO-LUMO gap (alpha / beta) at 6.9927 / 7.7277 eV. The energy is -1079.70259 Eh. The spin multiplicity is 2. The charge is +1. Its expectation value of S² is 0.759. The calculation puts the LUMO energy (alpha / beta) at -5.0 / -5.1 eV.

---

Molecular formula: C34H51N4O8PSSiSn
Method: DFT, ωB97M-V/def2-TZVPD

Last column: Mulliken charge in e.
Cartesian coordinates (Å):
Sn  0.491  -0.256  0.198  1.152
C  4.386  -0.667  3.168  -1.422
C  3.360  -1.174  2.162  1.354
C  2.704  -2.459  2.664  -1.205
C  4.009  -1.397  0.796  -1.500
O  2.317  -0.195  1.954  0.573
Si  1.620  0.838  3.050  -0.765
S  -0.164  1.363  1.846  -0.490
O  1.226  -0.078  4.286  0.791
C  0.600  0.149  5.558  1.491
C  -0.204  -1.117  5.854  -1.704
C  1.702  0.352  6.592  -1.601
C  -0.312  1.365  5.494  -1.481
O  2.501  2.101  3.452  -0.065
C  2.932  3.343  2.865  1.813
C  1.841  4.380  3.121  -1.558
C  3.170  3.172  1.369  -1.273
C  4.230  3.731  3.571  -1.730
H  5.171  -1.407  3.294  0.563
H  3.916  -0.485  4.130  0.197
H  4.834  0.260  2.821  0.274
H  3.452  -3.233  2.809  0.525
H  1.959  -2.796  1.938  0.098
H  2.200  -2.266  3.607  0.056
H  4.788  -2.149  0.871  0.475
H  4.444  -0.468  0.435  0.327
H  3.251  -1.727  0.076  0.158
H  0.457  -1.979  5.900  0.349
H  -0.940  -1.284  5.072  0.339
H  -0.713  -1.019  6.807  0.465
H  2.350  -0.520  6.628  0.320
H  1.269  0.505  7.575  0.502
H  2.300  1.218  6.326  0.221
H  -1.056  1.241  4.712  0.298
H  0.271  2.254  5.272  0.240
H  -0.814  1.499  6.447  0.556
H  0.905  4.050  2.676  0.227
H  2.128  5.336  2.692  0.488
H  1.690  4.505  4.189  0.349
H  2.234  2.951  0.857  0.035
H  3.864  2.356  1.187  0.229
H  3.589  4.084  0.954  0.583
H  4.074  3.785  4.644  0.364
H  4.568  4.701  3.218  0.437
H  5.007  2.998  3.373  0.362
O  1.765  1.220  -1.978  -0.547
C  0.721  1.573  -2.416  0.510
O  -0.410  1.625  -1.624  -0.242
C  0.156  1.885  -3.760  -0.798
P  -1.520  1.726  -2.854  0.753
C  -2.207  0.144  -3.361  -0.393
C  -2.021  -0.616  -4.451  -0.068
C  -2.720  -1.850  -4.650  -0.926
C  -3.968  -2.133  -4.208  -0.748
C  -4.862  -1.245  -3.517  -0.448
C  -4.516  -0.270  -2.668  0.432
C  -2.379  3.304  -3.007  0.642
C  -3.496  3.372  -3.835  -0.380
C  -4.144  4.583  -3.998  -0.795
C  -3.680  5.712  -3.340  -0.610
C  -2.594  5.625  -2.482  -0.715
C  -1.934  4.421  -2.308  -0.549
H  0.456  1.179  -4.533  0.418
H  0.422  2.888  -4.104  0.407
H  -1.301  -0.321  -5.203  0.468
H  -2.233  -2.567  -5.296  0.496
H  -4.402  -3.079  -4.506  0.502
H  -5.917  -1.399  -3.695  0.491
H  -5.135  1.694  -2.180  0.088
H  -3.838  2.486  -4.352  0.465
H  -5.015  4.645  -4.630  0.473
H  -4.162  6.663  -3.502  0.423
H  -2.263  6.498  -1.943  0.451
H  -1.087  4.338  -1.641  0.428
C  -3.002  -4.992  1.029  -0.891
O  -2.773  -3.594  0.846  -0.290
C  -1.701  -3.113  0.252  0.295
O  -1.557  -1.897  0.171  -0.329
N  -0.804  -3.974  -0.279  -0.025
N  0.381  -3.481  -0.848  -0.611
H  -3.909  -5.050  1.625  0.249
H  -2.184  -5.468  1.575  0.370
H  -3.176  -5.496  0.077  0.361
H  -0.966  -4.975  -0.249  0.198
H  0.405  -3.690  -1.846  0.268
H  1.192  -3.919  -0.412  0.261
N  -7.286  -0.102  0.986  -0.346
C  -6.567  -0.527  -0.060  0.148
O  -6.741  -1.569  -0.650  -0.575
C  -5.442  0.359  -0.527  0.585
C  -5.475  0.669  -1.998  -1.463
C  -3.100  -0.120  -2.188  0.753
N  -2.785  1.079  -1.439  0.711
C  -3.260  1.367  -0.284  -0.165
C  -4.403  0.693  0.262  -1.623
H  -8.062  -0.662  1.306  0.277
H  -7.128  0.785  1.430  0.203
H  -6.483  0.541  -2.390  0.669
H  -2.808  -1.000  -1.598  -0.113
H  -2.792  2.168  0.278  0.884
H  -4.425  0.519  1.326  0.554

The calculation puts the HOMO-LUMO gap at 8.0252 eV. The energy is -3390.16862 Eh. The charge is +2. For the relative energy (zero: lowest compared OMol25 entry of this formula, charge and spin), the calculation gives 367.5 kJ/mol. The calculation puts the LUMO energy at -5.6 eV.

---

Molecular formula: C6H14O
Method: DFT, ωB97M-V/def2-TZVPD

Last column: Mulliken charge in e.
Cartesian coordinates (Å):
C  -1.475  -0.791  -1.039  -1.411
C  -1.115  -0.272  0.357  0.815
C  -2.280  0.531  0.942  -1.550
C  0.149  0.605  0.363  -0.820
C  1.495  -0.062  0.289  0.269
C  2.643  0.619  0.144  -0.983
O  1.432  -1.406  0.315  -0.399
H  -2.316  -1.494  -0.984  0.386
H  -0.628  -1.293  -1.515  0.366
H  -1.778  0.036  -1.694  0.312
H  -0.932  -1.135  1.008  0.259
H  -3.199  -0.066  0.964  0.405
H  -2.481  1.425  0.337  0.331
H  -2.066  0.860  1.966  0.384
H  0.209  1.148  1.311  0.388
H  0.082  1.361  -0.434  0.292
H  1.541  -0.130  -2.038  0.043
H  3.597  0.104  0.089  0.292
H  2.645  1.695  0.253  0.296
H  2.065  0.289  -1.573  0.002
H  2.332  -1.754  0.246  0.323

The calculation puts the HOMO-LUMO gap at 9.2831 eV. The energy is -312.16460 Eh. For the relative energy (zero: lowest compared OMol25 entry of this formula, charge and spin), the calculation gives 237.4 kJ/mol. The calculation puts the LUMO energy at 0.9 eV.

---

Molecular formula: C4H8O2
Method: DFT, ωB97M-V/def2-TZVPD

Last column: Mulliken charge in e.
Cartesian coordinates (Å):
O  2.061  1.019  0.159  -0.515
C  1.293  -0.160  0.178  -0.646
C  -0.149  0.165  0.429  0.180
C  -1.081  0.764  -0.726  -0.375
O  -1.917  -0.378  -0.642  -0.387
C  -1.131  -0.979  0.370  -0.472
H  2.959  0.788  -0.109  0.306
H  1.653  -0.867  0.948  0.294
H  1.339  -0.688  -0.788  0.326
H  -0.331  0.944  1.182  0.352
H  -1.699  1.672  -0.571  0.220
H  -0.563  0.840  -1.683  0.202
H  -1.736  -1.201  1.249  0.258
H  -0.699  -1.918  0.005  0.256

The calculation puts the HOMO-LUMO gap at 10.3252 eV. The energy is -307.62248 Eh. For the relative energy (zero: lowest compared OMol25 entry of this formula, charge and spin), the calculation gives 236.2 kJ/mol. Its structure (SMILES) is OCC1COC1. The calculation puts the LUMO energy at 0.8 eV.

---

Molecular formula: C3H11Cl2N2PSi
Method: DFT, ωB97M-V/def2-TZVPD

Last column: Mulliken charge in e.
Cartesian coordinates (Å):
C  -1.548  -0.061  -1.936  -1.016
Si  -0.373  -0.325  -0.433  0.310
C  0.984  -1.597  -0.844  -0.946
C  -1.451  -0.791  0.973  -0.906
N  0.180  1.228  0.133  -0.091
P  1.348  1.518  1.174  0.549
N  1.182  0.530  2.346  -0.514
Cl  1.253  3.456  1.616  -0.206
Cl  3.405  1.416  0.090  -0.339
H  -2.386  0.742  -1.639  0.267
H  -1.062  0.214  -2.971  0.286
H  -2.055  -1.003  -2.043  0.325
H  1.217  -1.686  -1.955  0.306
H  2.023  -1.195  -0.389  0.179
H  0.715  -2.648  -0.636  0.371
H  -1.080  -1.600  1.726  0.275
H  -1.643  0.144  1.547  0.288
H  -2.550  -0.949  0.669  0.334
H  0.040  1.876  -0.643  0.283
H  1.803  0.730  3.217  0.246

The calculation puts the HOMO-LUMO gap at 9.7954 eV. The energy is -1781.72291 Eh. For the relative energy (zero: lowest compared OMol25 entry of this formula, charge and spin), the calculation gives 120.9 kJ/mol. Its structure (SMILES) is C[Si](C)(C)NP(=N)(Cl)Cl. The calculation puts the LUMO energy at 0.0 eV.

---

Molecular formula: C17H20BrF3N6RhS
Method: DFT, ωB97M-V/def2-TZVPD

Last column: Mulliken spin population.
Cartesian coordinates (Å):
Rh  0.201  -0.165  0.212  2.308
F  2.999  -4.498  1.135  0.006
C  3.486  -4.081  -0.074  -0.026
F  4.577  -3.331  0.243  0.006
F  3.986  -5.211  -0.648  0.000
C  2.504  -3.413  -0.947  0.066
C  2.083  -4.048  -2.186  0.479
C  1.103  -3.406  -2.927  -0.184
C  0.565  -2.203  -2.518  0.355
N  1.002  -1.576  -1.353  0.225
C  1.924  -2.203  -0.604  0.028
S  2.229  -1.293  0.908  0.270
H  2.520  -4.981  -2.506  0.064
H  0.750  -3.843  -3.856  -0.010
H  -0.176  -1.666  -3.095  0.049
C  -4.495  -2.325  2.330  0.002
N  -3.984  -1.505  1.236  0.008
C  -4.269  -2.096  -0.063  0.001
C  -2.679  -1.010  1.389  0.000
N  -1.698  -1.264  0.623  0.030
N  -2.594  -0.153  2.477  0.001
C  -1.474  0.473  3.034  -0.002
N  -1.800  0.989  4.296  0.010
N  -0.374  0.586  2.425  0.043
H  -5.579  -2.400  2.246  0.000
H  -4.255  -1.882  3.294  0.000
H  -4.071  -3.337  2.303  -0.001
H  -5.348  -2.202  -0.163  0.002
H  -3.815  -3.089  -0.183  0.000
H  -3.908  -1.444  -0.857  0.006
H  -1.893  -1.976  -0.072  0.010
H  -3.481  0.191  2.805  0.000
H  -2.286  0.332  4.891  -0.003
H  -1.013  1.405  4.769  -0.004
H  0.371  0.981  2.988  -0.007
Br  -2.931  0.440  -5.836  0.004
C  -2.026  0.904  -4.225  0.088
C  -2.759  1.187  -3.084  -0.054
C  -2.095  1.525  -1.918  0.100
C  -0.689  1.591  -1.846  -0.146
C  0.013  1.293  -3.031  0.094
C  -0.639  0.955  -4.201  -0.030
H  -3.841  1.149  -3.110  -0.004
H  -2.674  1.749  -1.027  0.006
H  1.096  1.289  -3.010  0.005
H  -0.071  0.714  -5.090  0.010
C  -0.017  1.872  -0.590  0.185
H  -0.642  2.441  0.101  -0.003
H  0.981  2.298  -0.676  0.015

The calculation puts the HOMO-LUMO gap (alpha / beta) at 2.7578 / 5.6903 eV. The energy is -4370.68187 Eh. The spin multiplicity is 5. The charge is -1. For the relative energy (zero: lowest compared OMol25 entry of this formula, charge and spin), the calculation gives 0.0 kJ/mol. Its expectation value of S² is 6.034. The calculation puts the LUMO energy (alpha / beta) at 2.0 / 2.0 eV.

---

Molecular formula: C33H29BF10NO7S3
Method: DFT, ωB97M-V/def2-TZVPD

Last column: Mulliken charge in e.
Cartesian coordinates (Å):
C  6.215  -1.857  -0.535  -0.714
B  5.366  -0.991  -1.634  0.425
O  6.083  -0.211  -2.589  -0.495
S  3.458  -1.019  -1.632  0.766
O  3.022  -0.908  -0.193  -0.435
O  3.061  0.184  -2.479  -0.573
N  3.024  -2.483  -2.403  -0.480
S  1.660  -3.199  -1.687  0.951
O  1.326  -4.422  -2.519  -0.616
O  1.973  -3.713  -0.292  -0.612
S  -0.089  -1.983  -1.749  0.854
O  0.029  -1.074  -2.940  -0.504
O  -1.251  -2.915  -2.021  -0.627
C  -0.464  -1.058  -0.165  0.544
F  0.336  -1.464  0.927  -0.126
F  -1.794  -1.420  0.200  -0.221
C  -0.492  0.528  -0.362  0.499
F  -1.495  0.870  -1.285  -0.223
F  -0.758  1.159  0.876  -0.255
F  0.701  1.066  -0.828  -0.154
H  6.037  -1.479  0.520  0.179
H  7.305  -1.775  -0.866  0.219
H  5.884  -2.943  -0.610  0.270
H  5.566  0.594  -2.838  0.327
F  4.946  -0.467  2.246  -0.225
C  3.947  -0.397  3.140  0.275
C  2.808  -1.164  2.953  0.026
C  1.778  -1.092  3.884  -0.568
C  1.892  -0.246  4.984  -0.669
C  3.038  0.523  5.159  -0.544
C  4.074  0.444  4.234  -0.568
H  2.732  -1.811  2.086  0.510
H  0.885  -1.694  3.752  0.460
H  1.085  -0.188  5.708  0.522
H  3.124  1.185  6.014  0.360
H  4.978  1.029  4.359  0.414
F  -7.487  1.475  3.611  -0.320
C  -6.253  1.548  3.080  0.221
C  -5.720  0.439  2.444  -0.433
C  -4.446  0.516  1.891  -0.333
C  -3.716  1.698  1.990  -0.233
C  -4.261  2.803  2.636  -0.566
C  -5.539  2.731  3.180  -0.326
H  -6.299  -0.475  2.384  0.413
H  -4.021  -0.344  1.384  0.400
H  -2.721  1.755  1.562  0.405
H  -3.689  3.722  2.716  0.375
H  -5.982  3.585  3.678  0.401
F  2.249  -2.633  7.034  -0.328
C  1.253  -2.559  7.925  0.277
C  0.113  -3.325  7.738  -0.395
C  -0.919  -3.252  8.666  -0.346
C  -0.805  -2.405  9.766  -0.436
C  0.342  -1.637  9.941  -0.339
C  1.380  -1.718  9.019  -0.331
H  0.039  -3.972  6.871  0.425
H  -1.812  -3.853  8.533  0.356
H  -1.613  -2.345  10.488  0.354
H  0.427  -0.975  10.796  0.353
H  2.283  -1.133  9.144  0.415
F  4.132  2.396  -6.012  -0.309
C  2.807  2.628  -5.974  0.133
C  1.987  1.773  -5.257  -0.275
C  0.619  2.015  -5.214  -0.558
C  0.085  3.104  -5.898  -0.309
C  0.917  3.954  -6.620  -0.617
C  2.288  3.718  -6.655  -0.376
H  2.418  0.924  -4.736  0.504
H  -0.030  1.356  -4.648  0.494
H  -0.983  3.289  -5.866  0.573
H  0.499  4.800  -7.156  0.361
H  2.953  4.374  -7.204  0.402
F  -2.995  2.958  -6.026  -0.321
C  -3.599  1.917  -6.622  0.311
C  -3.773  0.738  -5.916  -0.368
C  -4.403  -0.338  -6.530  -0.487
C  -4.841  -0.227  -7.847  -0.426
C  -4.657  0.961  -8.547  -0.401
C  -4.037  2.042  -7.930  -0.350
H  -3.417  0.667  -4.894  0.543
H  -4.550  -1.264  -5.984  0.373
H  -5.329  -1.069  -8.327  0.357
H  -4.995  1.046  -9.574  0.346
H  -3.892  2.978  -8.457  0.402

The calculation puts the HOMO-LUMO gap at 8.5824 eV. The energy is -4074.37933 Eh. The charge is -1. The calculation puts the LUMO energy at 1.7 eV.

---

Q: Among the records above, which one has the lowest energy?
A: C17H20BrF3N6RhS